[1]
Here is 2 unconnected molecules or ions with the total composition C24H18N5O8S in a non-equilibrium geometry from the OMol25 dataset. Energies are from ωB97M-V with the def2-TZVPD basis set.

Results
E_HOMO	-3.135	eV
ΔE to the lowest compared entry with this formula, charge and spin	18.6	kcal/mol
net charge	-1
HOMO-LUMO gap	3.5	eV

```
56
C24H18N5O8S, DFT ωB97M-V with the def2-TZVPD basis set
C -6.36 -1.91 -0.80
C -5.21 -1.41 0.03
C -5.10 -1.80 1.37
C -4.10 -1.28 2.19
C -3.14 -0.41 1.64
S -1.83 0.21 2.67
O -1.56 1.60 2.44
O -1.92 -0.38 3.98
N -0.44 -0.46 1.93
C -0.18 -1.85 1.84
C -0.99 -2.96 2.08
C -0.51 -4.23 1.70
N -1.36 -5.36 1.86
O -0.89 -6.49 1.59
O -2.54 -5.20 2.26
C 0.76 -4.38 1.08
C 1.52 -3.25 0.78
C 1.09 -1.99 1.22
C 1.56 -0.63 0.97
N 2.52 -0.30 0.00
O 3.58 -0.96 -0.12
O 2.20 0.69 -0.74
C 0.58 0.27 1.35
C -3.26 0.01 0.31
C -4.27 -0.52 -0.49
H -6.27 -1.55 -1.82
H -6.40 -3.00 -0.81
H -7.31 -1.56 -0.39
H -5.81 -2.51 1.79
H -4.05 -1.55 3.24
H -1.97 -2.85 2.54
H 1.10 -5.38 0.83
H 2.44 -3.35 0.21
H 0.57 1.34 1.23
H -2.57 0.76 -0.08
H -4.34 -0.21 -1.53
C 4.66 2.58 0.82
C 3.45 3.22 0.24
C 2.68 4.07 1.06
N 2.04 4.76 1.76
C 3.22 3.19 -1.16
C 3.69 2.12 -2.01
C 3.38 2.07 -3.35
C 2.66 3.12 -3.96
N 2.49 3.15 -5.37
O 1.93 4.14 -5.89
O 2.88 2.16 -6.03
C 2.22 4.19 -3.16
C 2.47 4.22 -1.80
H 4.90 1.66 0.30
H 5.56 3.24 0.80
H 4.46 2.36 1.88
H 4.24 1.26 -1.62
H 3.73 1.25 -3.97
H 1.72 5.02 -3.66
H 2.06 5.04 -1.21
```

***

[2]
Here is a molecular structure, C24H19BrCl2N2O6PTi in a non-equilibrium geometry from the OMol25 dataset. Energies are from ωB97M-V with the def2-TZVPD basis set.

Results
multiplicity	3
E_HOMO (spin up / spin down)	-2.660 / -5.937	eV
ΔE to the lowest compared entry with this formula, charge and spin	69.2	kcal/mol
net charge	-1
HOMO-LUMO gap (spin up / spin down)	5.2 / 8.5	eV
<S²>	2.0210

```
56
C24H19BrCl2N2O6PTi, DFT ωB97M-V with the def2-TZVPD basis set
Ti 1.73 -0.89 0.95
O 5.53 -0.67 0.45
Cl 4.52 -0.79 1.43
O 5.04 -0.81 2.75
O 3.50 0.32 1.28
O 3.65 -1.99 1.19
Br 2.54 1.86 -1.38
C 2.56 0.05 -2.01
C 3.02 -0.21 -3.27
C 2.96 -1.56 -3.74
C 2.36 -2.48 -2.91
C 1.89 -2.11 -1.65
N 2.06 -0.83 -1.13
C 1.11 -3.03 -0.82
O 0.73 -4.15 -1.14
O 0.81 -2.48 0.36
H 3.39 0.59 -3.87
H 3.33 -1.81 -4.72
H 2.20 -3.51 -3.20
N 1.07 2.34 2.13
C 0.00 2.83 1.45
C -0.22 4.22 1.42
C -1.34 4.74 0.83
C -2.30 3.91 0.25
C -2.07 2.55 0.25
C -0.91 1.99 0.79
P -0.59 0.21 0.64
C -1.81 -0.52 1.80
C -2.16 -1.86 1.74
C -3.00 -2.41 2.69
C -3.48 -1.64 3.73
C -3.11 -0.30 3.82
C -2.28 0.25 2.86
C -1.07 -0.16 -1.09
C -1.50 -1.42 -1.49
C -1.65 -1.72 -2.83
C -1.35 -0.78 -3.80
C -0.90 0.47 -3.41
C -0.76 0.78 -2.07
H 1.72 3.00 2.55
H 1.08 1.40 2.54
H 0.49 4.86 1.92
H -1.49 5.82 0.83
H -3.20 4.31 -0.20
H -2.79 1.89 -0.22
H -1.74 -2.51 0.99
H -3.25 -3.46 2.63
H -4.13 -2.07 4.48
H -3.46 0.31 4.64
H -2.01 1.29 2.95
H -1.67 -2.21 -0.77
H -1.96 -2.72 -3.11
H -1.44 -1.03 -4.85
H -0.63 1.21 -4.15
H -0.38 1.76 -1.80
Cl 1.34 -0.84 3.30
```

***

[3]
Here is a molecular structure, C24H19BrCl2N2O6PTi in a non-equilibrium geometry from the OMol25 dataset. Energies are from ωB97M-V with the def2-TZVPD basis set.

Results
multiplicity	3
E_HOMO (spin up / spin down)	-2.438 / -6.062	eV
ΔE to the lowest compared entry with this formula, charge and spin	76.5	kcal/mol
net charge	-1
HOMO-LUMO gap (spin up / spin down)	5.0 / 8.6	eV
<S²>	2.0263

```
56
C24H19BrCl2N2O6PTi, DFT ωB97M-V with the def2-TZVPD basis set
Ti -0.26 1.86 -0.01
O -0.57 3.30 2.78
Cl 0.02 2.00 2.72
O 0.36 1.51 4.02
O -0.89 1.05 2.01
O 1.19 2.01 1.80
Br -3.33 0.02 0.15
C -3.35 1.92 0.03
C -4.56 2.54 -0.03
C -4.61 3.95 -0.10
C -3.40 4.63 -0.13
C -2.21 3.94 -0.09
N -2.15 2.55 0.03
C -0.90 4.62 -0.25
O -0.79 5.82 -0.36
O 0.10 3.75 -0.29
H -5.47 1.95 -0.02
H -5.55 4.47 -0.14
H -3.34 5.71 -0.21
N 1.92 1.66 -0.89
C 2.74 0.58 -0.46
C 4.11 0.75 -0.26
C 4.90 -0.32 0.11
C 4.34 -1.59 0.26
C 2.98 -1.75 0.09
C 2.16 -0.67 -0.24
P 0.32 -0.78 -0.24
C 0.02 -1.77 -1.76
C -1.23 -2.34 -2.01
C -1.48 -3.03 -3.18
C -0.49 -3.14 -4.15
C 0.73 -2.52 -3.94
C 0.98 -1.84 -2.76
C 0.10 -1.90 1.22
C -0.83 -2.93 1.30
C -1.04 -3.61 2.49
C -0.33 -3.26 3.63
C 0.59 -2.23 3.57
C 0.80 -1.55 2.38
H 2.36 2.58 -0.83
H 1.52 1.52 -1.82
H 4.54 1.74 -0.40
H 5.96 -0.17 0.28
H 4.96 -2.43 0.53
H 2.53 -2.72 0.25
H -2.05 -2.19 -1.32
H -2.45 -3.47 -3.35
H -0.68 -3.68 -5.07
H 1.50 -2.56 -4.70
H 1.94 -1.36 -2.62
H -1.39 -3.23 0.43
H -1.76 -4.42 2.53
H -0.51 -3.78 4.57
H 1.13 -1.92 4.45
H 1.50 -0.73 2.36
Cl -0.70 1.45 -2.39
```

***

[4]
Here is a molecular structure, C24H19Cl5MnN2O2 in a non-equilibrium geometry from the OMol25 dataset. Energies are from ωB97M-V with the def2-TZVPD basis set.

Results
multiplicity	5
E_HOMO (spin up / spin down)	-11.248 / -11.361	eV
ΔE to the lowest compared entry with this formula, charge and spin	30.1	kcal/mol
net charge	+1
HOMO-LUMO gap (spin up / spin down)	7.3 / 8.0	eV
<S²>	6.2727

```
53
C24H19Cl5MnN2O2, DFT ωB97M-V with the def2-TZVPD basis set
Mn -0.98 -0.37 1.92
Cl -3.18 -1.13 2.64
C -3.06 0.50 3.24
C -1.87 1.14 2.86
C -1.73 2.44 3.36
Cl -0.31 3.32 3.03
C -2.70 3.04 4.16
Cl -2.47 4.65 4.72
C -3.88 2.36 4.48
Cl -5.09 3.09 5.44
C -4.07 1.05 4.01
Cl -5.51 0.20 4.35
O 2.24 -2.93 2.32
C 1.22 -2.61 1.71
O 0.39 -1.72 2.00
C 0.97 -3.43 0.39
N 2.07 -4.41 0.36
C 2.84 -4.25 -0.91
C 1.86 -3.53 -1.83
C 1.16 -2.57 -0.86
H -0.01 -3.91 0.42
H 1.76 -5.37 0.50
H 2.61 -4.08 1.25
H 3.16 -5.22 -1.29
H 3.71 -3.63 -0.72
H 1.14 -4.22 -2.27
H 2.35 -3.00 -2.64
H 0.22 -2.19 -1.26
H 1.80 -1.72 -0.64
N -0.86 0.20 0.26
C -0.45 0.93 -0.69
C -0.44 0.43 -2.07
C 0.59 0.83 -2.93
C 0.73 0.23 -4.17
C -0.15 -0.76 -4.57
C -1.19 -1.14 -3.74
C -1.33 -0.56 -2.49
C 0.18 2.24 -0.42
C 1.17 2.34 0.55
C 1.80 3.55 0.76
C 1.40 4.68 0.06
C 0.38 4.58 -0.88
C -0.22 3.37 -1.13
H 1.29 1.58 -2.61
H 1.54 0.53 -4.82
H -0.04 -1.22 -5.54
H -1.89 -1.90 -4.06
H -2.13 -0.85 -1.83
H 1.44 1.45 1.13
H 2.60 3.63 1.49
H 1.87 5.63 0.25
H 0.06 5.46 -1.42
H -1.01 3.29 -1.86
```

***

[5]
Here is a molecular structure, C24H19FeO5P in a non-equilibrium geometry from the OMol25 dataset. Energies are from ωB97M-V with the def2-TZVPD basis set.

Results
multiplicity	5
E_HOMO (spin up / spin down)	-12.777 / -14.194	eV
ΔE to the lowest compared entry with this formula, charge and spin	0.0	kcal/mol
net charge	+2
HOMO-LUMO gap (spin up / spin down)	6.1 / 3.8	eV
<S²>	6.0490

```
50
C24H19FeO5P, DFT ωB97M-V with the def2-TZVPD basis set
Fe 2.48 1.16 -3.88
O 0.24 -0.78 -3.79
C 1.12 -0.02 -3.78
C 2.67 1.78 -2.24
O 2.68 2.13 -1.12
C 0.97 2.09 -3.59
O -0.02 2.69 -3.40
C 3.09 -0.27 -2.99
O 3.47 -1.20 -2.40
C 3.29 1.31 -6.06
H 3.67 0.30 -6.32
H 2.45 1.67 -6.68
C 4.01 2.16 -5.23
H 3.77 3.24 -5.17
H 5.00 1.87 -4.82
O -0.51 -0.71 -0.60
P -0.83 -0.58 0.85
C 0.64 -1.00 1.82
C 1.89 -0.87 1.19
C 3.04 -1.42 1.76
C 2.97 -2.01 3.03
C 1.76 -2.00 3.73
C 0.60 -1.49 3.14
C -1.36 1.11 1.22
C -2.35 1.43 2.17
C -2.91 2.72 2.17
C -2.47 3.69 1.27
C -1.39 3.40 0.42
C -0.81 2.13 0.43
C -2.20 -1.67 1.32
C -1.96 -2.95 1.86
C -3.06 -3.73 2.26
C -4.37 -3.27 2.08
C -4.61 -2.04 1.44
C -3.52 -1.27 1.04
H 1.96 -0.36 0.23
H 3.99 -1.38 1.22
H 3.87 -2.46 3.48
H 1.71 -2.43 4.74
H -0.34 -1.47 3.70
H -2.69 0.68 2.89
H -3.72 2.95 2.87
H -2.94 4.68 1.24
H -1.00 4.16 -0.25
H 0.07 1.92 -0.19
H -0.94 -3.32 1.99
H -2.86 -4.70 2.71
H -5.21 -3.86 2.44
H -5.62 -1.69 1.26
H -3.68 -0.33 0.51
```

***

[6]
Here is a molecular structure, C24H19IIrN4O in a non-equilibrium geometry from the OMol25 dataset. Energies are from ωB97M-V with the def2-TZVPD basis set.

Results
E_HOMO (spin up / spin down)	-1.414 / -0.952	eV
ΔE to the lowest compared entry with this formula, charge and spin	10.5	kcal/mol
net charge	-1
HOMO-LUMO gap (spin up / spin down)	3.4 / 3.0	eV

```
50
C24H19IIrN4O, DFT ωB97M-V with the def2-TZVPD basis set
Ir 0.42 -0.20 0.00
O -2.33 -2.92 -1.33
C -1.49 -2.03 -1.17
N -1.05 -1.54 -0.01
C -1.50 -2.05 1.26
C -0.80 -1.28 2.37
C -1.12 -1.48 3.70
C -0.52 -0.71 4.68
C 0.42 0.23 4.30
C 0.73 0.35 2.96
N 0.15 -0.38 2.00
C -0.83 -1.31 -2.31
C -1.20 -1.54 -3.62
C -0.62 -0.81 -4.65
C 0.33 0.15 -4.31
C 0.67 0.33 -2.99
N 0.13 -0.38 -1.99
H -1.31 -3.12 1.36
H -2.59 -1.93 1.36
H -1.86 -2.22 3.96
H -0.79 -0.84 5.72
H 0.93 0.85 5.02
H 1.49 1.04 2.59
H -1.96 -2.30 -3.79
H -0.91 -0.97 -5.68
H 0.81 0.75 -5.08
H 1.42 1.05 -2.68
I -0.66 6.31 0.29
C -1.43 4.36 0.10
C -2.80 4.17 0.01
C -3.24 2.87 -0.12
C -2.32 1.84 -0.14
N -1.01 2.03 -0.04
C -0.57 3.28 0.07
H -3.49 5.01 0.03
H -4.30 2.65 -0.20
H -2.63 0.80 -0.24
H 0.51 3.39 0.14
C 2.22 0.41 0.00
C 3.58 0.35 0.01
C 4.44 1.51 0.07
C 5.81 1.39 0.08
C 6.45 0.15 0.02
C 5.64 -1.00 -0.06
C 4.27 -0.93 -0.06
H 3.98 2.49 0.12
H 6.41 2.29 0.13
H 7.53 0.07 0.02
H 6.11 -1.98 -0.11
H 3.67 -1.83 -0.12
```

***

[7]
Here is C24H19N3O5 in the gas phase in a non-equilibrium geometry from the OMol25 dataset. Energies are from ωB97M-V with the def2-TZVPD basis set.

Results
E_HOMO	-8.324	eV
ΔE to the lowest compared entry with this formula, charge and spin	55.0	kcal/mol
SMILES	O=C(O)COc1ccc(/C=N/n2c(COc3ccccc3)nc3ccccc3c2=O)cc1
HOMO-LUMO gap	8.4	eV

```
51
C24H19N3O5, DFT ωB97M-V with the def2-TZVPD basis set
O -6.11 -0.85 -1.59
C -5.92 -0.10 -0.68
O -5.81 -0.50 0.58
H -5.65 0.26 1.17
C -5.81 1.42 -0.85
O -5.09 2.02 0.20
C -3.73 1.85 0.24
C -3.06 2.55 1.24
C -1.70 2.42 1.39
C -0.98 1.57 0.55
C -1.66 0.89 -0.47
C -3.02 1.03 -0.63
H -3.51 0.47 -1.41
H -1.10 0.25 -1.13
C 0.44 1.36 0.75
N 1.00 0.35 0.21
N 2.36 0.19 0.29
C 2.87 -1.04 0.59
N 4.11 -1.35 0.45
C 4.99 -0.42 -0.04
C 6.33 -0.77 -0.23
C 7.22 0.17 -0.69
C 6.80 1.48 -0.96
C 5.49 1.84 -0.77
C 4.57 0.89 -0.31
C 3.18 1.26 -0.13
O 2.69 2.35 -0.34
H 5.14 2.84 -0.97
H 7.52 2.21 -1.32
H 8.25 -0.10 -0.85
H 6.63 -1.78 -0.02
C 2.02 -2.13 1.22
H 2.53 -2.39 2.16
H 2.07 -3.02 0.58
O 0.71 -1.81 1.58
C -0.31 -2.04 0.69
C -0.15 -2.36 -0.65
C -1.27 -2.58 -1.44
C -2.54 -2.48 -0.91
C -2.70 -2.15 0.43
C -1.60 -1.93 1.22
H -1.70 -1.67 2.27
H -3.69 -2.07 0.85
H -3.41 -2.65 -1.53
H -1.13 -2.83 -2.48
H 0.83 -2.42 -1.09
H 0.96 2.07 1.39
H -1.19 2.96 2.17
H -3.63 3.20 1.89
H -5.39 1.66 -1.83
H -6.82 1.84 -0.80
```

***

[8]
Here is a molecular structure, C24H20AsIrO6PS2Se2 from the OMol25 dataset. Energies are from ωB97M-V with the def2-TZVPD basis set.

Results
multiplicity	5
E_HOMO (spin up / spin down)	-4.367 / -5.321	eV
ΔE to the lowest compared entry with this formula, charge and spin	0.0	kcal/mol
net charge	-1
HOMO-LUMO gap (spin up / spin down)	6.9 / 6.6	eV
<S²>	6.0186

```
57
C24H20AsIrO6PS2Se2, DFT ωB97M-V with the def2-TZVPD basis set
Ir -0.09 0.91 -0.98
Se 2.89 1.35 -0.12
P 1.97 0.33 1.51
Se -0.18 0.71 1.60
C 2.24 -1.48 1.46
C 1.31 -2.36 1.99
C 1.58 -3.71 2.05
C 2.78 -4.20 1.55
C 3.71 -3.33 0.99
C 3.44 -1.97 0.95
C 2.68 0.78 3.13
C 3.64 1.78 3.22
C 4.17 2.13 4.46
C 3.74 1.48 5.60
C 2.78 0.48 5.51
C 2.25 0.13 4.28
H 0.35 -1.98 2.34
H 0.84 -4.40 2.45
H 2.99 -5.26 1.59
H 4.63 -3.71 0.59
H 4.14 -1.28 0.50
H 3.97 2.28 2.31
H 4.91 2.91 4.53
H 4.15 1.75 6.57
H 2.44 -0.03 6.41
H 1.50 -0.65 4.21
O -4.81 0.95 -1.83
As -3.19 1.00 -2.58
O -3.09 -0.18 -3.70
O -2.26 1.05 -1.18
C -3.34 2.79 -3.40
C -4.63 3.20 -3.71
C -4.86 4.42 -4.35
C -3.81 5.25 -4.68
C -2.51 4.85 -4.38
C -2.29 3.64 -3.75
S -0.58 3.24 -3.41
O -0.80 3.52 -1.81
O -0.45 1.78 -3.58
O 0.36 2.93 -1.19
H -4.65 1.12 -0.89
H -5.46 2.56 -3.44
H -5.88 4.71 -4.58
H -3.99 6.20 -5.17
H -1.67 5.48 -4.63
S 0.59 -1.08 -1.88
C -0.29 -2.39 -1.10
C 0.28 -3.66 -1.14
C -0.36 -4.74 -0.54
C -1.58 -4.55 0.10
C -2.16 -3.29 0.12
C -1.52 -2.21 -0.48
H 1.24 -3.80 -1.62
H 0.09 -5.72 -0.57
H -2.09 -5.39 0.56
H -3.12 -3.14 0.60
H -1.99 -1.23 -0.48
```

***

[9]
Here is a molecular structure, C24H20B2Cl3F4N10O2W from the OMol25 dataset. Energies are from ωB97M-V with the def2-TZVPD basis set.

Results
E_HOMO	-10.777	eV
ΔE to the lowest compared entry with this formula, charge and spin	0.0	kcal/mol
net charge	+1
HOMO-LUMO gap	7.1	eV

```
66
C24H20B2Cl3F4N10O2W, DFT ωB97M-V with the def2-TZVPD basis set
W 0.14 -0.11 0.59
C 3.57 0.81 3.15
C 3.01 0.18 2.04
N 1.69 0.37 2.03
N 1.39 1.13 3.12
C 2.50 1.38 3.81
B -0.09 1.28 3.55
N -0.63 -0.16 3.62
C -1.14 -0.86 4.64
C -1.43 -2.14 4.18
C -1.06 -2.12 2.84
N -0.57 -0.92 2.52
N -0.94 2.00 2.47
C -1.75 3.05 2.59
C -2.52 3.16 1.44
C -2.12 2.10 0.65
N -1.17 1.40 1.27
H 4.61 0.83 3.43
H 3.49 -0.38 1.25
H 2.46 1.94 4.73
H -0.17 1.85 4.59
H -1.26 -0.41 5.61
H -1.86 -2.95 4.74
H -1.14 -2.90 2.10
H -1.74 3.64 3.49
H -3.27 3.90 1.23
H -2.46 1.80 -0.33
O -2.89 -2.23 -3.58
C -3.45 -2.72 -2.46
C -4.46 -3.67 -2.62
C -5.08 -4.22 -1.52
C -4.71 -3.85 -0.23
C -3.71 -2.92 -0.06
C -3.06 -2.34 -1.16
C -1.99 -1.38 -0.93
O -1.59 -1.17 0.29
N -1.45 -0.73 -1.93
N -0.50 0.12 -1.42
C 0.02 0.99 -2.21
C 0.85 1.99 -1.58
C 1.43 3.04 -2.27
C 2.11 4.01 -1.55
C 2.17 3.91 -0.17
C 1.59 2.82 0.45
N 0.95 1.86 -0.23
H -2.22 -1.56 -3.34
H -4.73 -3.96 -3.63
H -5.86 -4.95 -1.66
H -5.21 -4.27 0.63
H -3.41 -2.60 0.93
H -0.24 1.01 -3.26
H 1.34 3.08 -3.34
H 2.58 4.84 -2.07
H 2.69 4.64 0.42
H 1.64 2.71 1.52
Cl 3.16 -4.85 0.83
C 1.55 -4.67 0.15
Cl 1.53 -5.05 -1.57
Cl 0.38 -5.67 1.03
C 1.12 -3.28 0.33
N 0.78 -2.20 0.47
F 3.10 -0.19 -2.52
B 2.54 -1.16 -1.76
F 1.97 -0.32 -0.49
F 3.40 -2.03 -1.16
F 1.43 -1.75 -2.30
```